# C6H10N2

An isolated molecule of C6H10N2 in a non-equilibrium geometry (wB97M-V/def2-TZVPD, the OMol25 dataset).

Last column: Löwdin charge in e.
CARTESIAN COORDINATES (ANGSTROEM)
C 1.93957 -0.08267 1.45495  -0.041
C 0.96075 0.10964 -1.50800  -0.026
C 0.38077 -0.04006 1.37940  -0.508
C -0.27559 0.24104 -0.65167  -0.309
C -1.54899 0.07554 -1.36823  -0.120
C -2.70805 -0.03404 -0.72937  0.065
N -0.38090 0.72588 0.55988  0.129
N -0.09245 -0.55466 2.46060  0.115
H -1.07367 -0.32270 2.59844  0.037
H -1.52201 0.09968 -2.44864  0.094
H 2.32816 0.85739 1.07394  0.064
H 2.27413 -0.22959 2.47515  0.066
H 2.28770 -0.89113 0.81842  0.060
H 1.76475 0.75211 -1.16017  0.076
H 1.31007 -0.92595 -1.49904  0.093
H 0.73518 0.37502 -2.54031  0.081
H -3.64790 -0.10863 -1.26205  0.066
H -2.73153 -0.04687 0.34673  0.057

## Properties
HOMO-LUMO gap ... 8.66 eV
SMILES ... [H]/N=C(C)\N=C(/C)C=C
2S+1 ... 1
ΔE to the lowest compared entry with this formula, charge and spin ... 2.7184 eV
HOMO level ... -8.9 eV